A cluster of 3 separate species, C33H41ClI2N3O10 in total in a non-equilibrium geometry. Source: the OMol25 dataset; level of theory: ωB97M-V/def2-TZVPD.

Last column: Löwdin charge in e.
CARTESIAN COORDINATES (ANGSTROEM)
1 I -6.932427 0.704226 -2.601227  1.0278
2 I -3.246986 -2.263439 -2.969558  0.9791
3 Cl -0.689531 1.166937 4.732668  0.5868
4 O 1.920730 0.536238 -0.079759  0.0294
5 O 11.059372 0.444881 2.825784  0.0964
6 O -0.697127 -1.348786 1.627083  -0.1344
7 O -0.681483 3.116518 -3.299921  -0.0033
8 O 9.476197 1.172668 1.563548  0.0570
9 O -5.683946 -2.066140 1.255886  0.0381
10 O -3.883501 -3.077936 0.527796  0.1715
11 O -8.350740 0.945511 0.789986  0.1016
12 O -6.249238 1.481035 1.232835  0.1015
13 O 3.183114 0.489535 1.654592  0.1012
14 N 10.143239 0.277653 2.052912  -0.3481
15 N -2.773315 1.536717 -0.872560  0.0484
16 N 3.004650 0.675376 0.471526  -0.3218
17 C -0.538893 -2.357685 0.599102  -0.1905
18 C -2.938670 3.421756 -3.854979  -0.0259
19 C -5.342677 -1.850972 -2.710513  -0.7930
20 C -3.868388 -0.785392 0.143117  -0.0288
21 C -1.074762 2.078379 2.170967  -0.2123
22 C -7.217410 -0.477747 2.279050  -0.0439
23 C -1.966098 2.625531 -2.994101  -0.3988
24 C -2.025607 -0.958389 1.868545  -0.1378
25 C 5.386724 1.223713 0.258434  0.0089
26 C 10.159436 -3.449095 1.887019  -0.0588
27 C -2.699131 -0.255979 0.699157  -0.0133
28 C 8.775170 -1.309703 0.780601  -0.0064
29 C 6.470780 1.596549 -0.518527  -0.0565
30 C 0.002784 1.577290 3.136361  -0.5663
31 C -5.675065 -0.757862 -1.628576  -0.6614
32 C -3.893537 1.010597 -1.418642  -0.0416
33 C 5.054884 1.693935 -2.466273  -0.0577
34 C -4.474103 -2.061765 0.668051  -0.4734
35 C -7.329815 0.697157 1.357487  -0.5551
36 C 6.306551 1.828652 -1.878172  -0.0494
37 C -2.154248 0.935168 0.162063  -0.0692
38 C 10.507737 -2.153810 2.236341  0.0023
39 C 8.432680 -2.605927 0.434162  -0.0629
40 C -5.861680 -1.152825 2.357040  -0.1260
41 C 9.803327 -1.104617 1.678009  -0.1452
42 C -2.312853 2.795219 -1.492791  -0.0325
43 C -6.060854 -3.150703 -2.388337  -0.1620
44 C 9.122923 -3.675657 0.990176  -0.0670
45 C 4.149847 1.087850 -0.346447  -0.1475
46 C 3.965091 1.320308 -1.698472  -0.0070
47 C -0.900282 1.507467 0.741103  -0.1054
48 C -4.474182 -0.149332 -0.961198  -0.2709
49 C 0.136211 -1.814152 -0.651219  -0.0649
50 H 1.192263 -1.691320 -0.466923  0.0625
51 H 8.852261 -4.688879 0.724593  0.1084
52 H -1.515663 3.267632 -0.942279  0.1231
53 H 11.312287 -1.971013 2.932878  0.1223
54 H 7.446269 1.705388 -0.061935  0.0969
55 H 10.696108 -4.282904 2.317288  0.1108
56 H -6.321431 -1.237242 -0.906744  0.0663
57 H 7.627804 -2.782117 -0.266141  0.1072
58 H 5.510154 1.042948 1.316202  0.1253
59 H -2.600451 -1.811297 2.216492  0.1362
60 H -0.991948 3.162031 2.140277  0.1148
61 H -7.971005 -1.181283 1.948124  0.1408
62 H 7.157433 2.114837 -2.481650  0.1149
63 H -6.507581 2.185207 0.617867  0.1252
64 H -2.092642 1.576861 -3.282921  0.1388
65 H -6.003737 -3.823118 -3.239147  0.0784
66 H 0.759204 2.330822 3.314980  0.0747
67 H -4.325115 1.524805 -2.259882  0.0634
68 H -1.987562 -0.261424 2.699565  0.0979
69 H -7.116589 -2.969497 -2.190935  0.0925
70 H -1.509926 -2.796393 0.394804  0.0983
71 H -0.207373 0.676381 0.816099  0.0801
72 H -0.276207 -0.866994 -0.988584  0.0583
73 H -5.596667 -3.672050 -1.555225  0.0670
74 H -3.908058 2.932676 -3.933665  0.0752
75 H -5.060134 -0.418666 2.426753  0.1276
76 H -3.121463 4.395002 -3.401823  0.0906
77 H -2.529358 3.595858 -4.843017  0.0944
78 H -5.845534 -1.725260 3.279830  0.1392
79 H -3.156755 3.475824 -1.439439  0.1375
80 H -5.707156 -1.516725 -3.670560  0.0190
81 H 8.242190 -0.474939 0.353197  0.0925
82 H -2.052655 1.855092 2.583191  0.0903
83 H -7.482030 -0.111335 3.269158  0.1466
84 H 2.991192 1.210192 -2.151182  0.1132
85 H 4.929571 1.877222 -3.524242  0.1117
86 H -0.036950 -2.536896 -1.446604  0.0717
87 H -0.076626 2.945904 -2.571815  0.0896
88 H -0.412447 2.236281 0.110503  0.1049
89 H 0.512244 0.690961 2.776141  0.0546
90 H 0.119182 -3.101524 1.036645  0.1271

Cartesian forces, eV/Å:
0.0 0.0 0.2
0.0 0.1 -0.2
0.0 0.0 0.0
0.2 0.2 0.0
0.0 0.0 0.0
0.0 0.1 -0.3
0.1 0.0 0.2
0.0 0.0 0.0
0.0 0.7 0.1
0.5 -1.0 -0.5
-0.5 0.2 -0.4
0.7 0.0 0.1
0.0 0.0 0.0
0.0 0.0 0.0
-0.1 -0.4 0.2
0.0 0.0 0.0
0.1 0.5 0.3
-0.1 0.3 0.3
-0.4 -0.1 0.4
0.0 1.1 0.0
0.3 0.2 0.0
0.7 0.1 -0.2
-0.4 0.3 -0.3
0.5 0.2 0.1
0.1 0.0 0.2
-0.1 0.0 -0.1
-0.5 -0.3 -0.5
-0.3 0.0 -0.2
0.1 0.0 -0.1
0.1 -0.1 0.1
0.3 -0.1 -0.9
-0.1 -0.7 0.1
0.1 0.0 0.1
0.1 -0.1 0.4
-0.6 -0.2 -0.1
0.0 0.0 0.0
0.1 -0.2 0.2
0.1 -0.1 0.1
0.1 -0.1 0.1
-0.6 0.3 0.5
0.0 -0.1 0.0
-0.6 0.2 -0.6
0.2 -0.3 -0.2
0.0 0.0 0.0
0.1 0.0 -0.1
-0.1 0.0 -0.2
0.0 -0.2 0.5
0.1 0.5 0.4
-0.5 -0.4 0.2
0.2 0.1 -0.2
0.0 0.0 0.0
0.2 -0.2 0.1
0.0 0.1 0.0
0.0 0.0 0.0
0.0 0.0 0.0
-0.1 0.1 0.3
0.0 0.0 0.0
-0.1 0.0 0.0
-0.3 -0.1 -0.1
-0.2 0.1 -0.1
-0.2 -0.2 0.2
0.0 0.0 0.0
0.0 0.1 0.0
0.4 -0.2 0.2
0.0 -0.1 -0.1
0.1 0.1 0.1
0.1 0.2 0.0
0.1 0.1 0.2
-0.1 0.1 0.1
-0.1 -0.2 -0.1
0.1 -0.1 -0.1
-0.1 0.1 0.0
-0.1 0.0 0.2
0.0 -0.2 -0.1
0.1 0.0 -0.2
0.1 0.2 0.0
0.0 -0.2 -0.2
0.2 -0.4 -0.1
-0.1 0.1 0.2
0.4 0.2 -0.2
0.1 0.1 0.1
-0.2 -0.1 0.0
-0.1 0.0 0.2
0.0 -0.1 0.1
0.0 0.0 0.0
0.2 -0.1 -0.1
0.1 -0.2 -0.1
0.0 0.0 -0.2
-0.1 -0.2 -0.1
-0.1 -0.3 0.1

Results
Total charge: +1
Highest occupied orbital energy in eV: -11.567
Largest force on an atom in eV/Å: 1.2
2S+1: 1
Orbital gap in eV: 7.685

A structure of composition C35H26F6MgN2O8P2S2. Source: the OMol25 dataset; level of theory: ωB97M-V/def2-TZVPD.

Last column: Löwdin charge in e.
CARTESIAN COORDINATES (ANGSTROEM)
1 S -2.447392 -1.553116 3.632613  0.6342
2 S -2.422480 -3.488757 1.643638  0.6423
3 P 1.900636 -0.060841 0.261040  0.7910
4 P -0.409464 -0.303507 -1.667267  0.7831
5 Mg -0.900042 -1.038456 1.362250  0.5990
6 F -2.486967 -2.176456 6.144539  0.1584
7 F -4.774789 -3.947434 0.616652  0.1601
8 F -3.814649 -3.377236 4.921612  0.1597
9 F -1.676336 -3.738983 4.892983  0.1564
10 F -3.619096 -2.489486 -0.485195  0.1535
11 F -3.092174 -4.585953 -0.594037  0.1494
12 O -1.882699 1.831117 -0.386792  0.0364
13 O -0.552227 1.376271 3.929967  0.0700
14 O -1.093504 -3.214428 1.097510  -0.3096
15 O -1.006123 -1.397472 3.456243  -0.3018
16 O -3.243885 -0.451072 4.046592  -0.2183
17 O -2.600620 -4.694854 2.382090  -0.2315
18 O -1.236083 -0.963202 -0.606973  -0.3428
19 O 1.095258 -1.002930 1.114965  -0.3356
20 N -1.208596 1.090113 1.705701  0.1048
21 N -3.006248 -2.155954 2.275272  -0.2883
22 C -3.279564 4.116345 1.185980  -0.0043
23 C -1.865241 1.930960 0.831496  -0.4136
24 C 5.254566 -2.463069 -1.713282  -0.0731
25 C 2.107800 -3.434769 -3.847924  -0.0744
26 C 2.172131 1.488064 2.493031  -0.0511
27 C 4.790836 -1.324973 -2.357904  -0.0752
28 C -1.195156 1.715300 2.961122  -0.4353
29 C -3.560125 -3.621110 0.196439  -0.6836
30 C 3.681396 2.038113 0.682992  -0.0744
31 C -2.447387 3.835237 3.876377  0.0025
32 C 3.665940 -2.117058 0.056130  -0.0590
33 C 1.070073 -1.269391 -3.827951  -0.0781
34 C -1.021216 1.902618 -3.290195  -0.0799
35 C 1.544943 -3.723149 -2.612708  -0.0588
36 C 3.769216 -0.575975 -1.794851  -0.0915
37 C -3.265880 4.891323 3.484086  -0.0717
38 C 4.691822 -2.859856 -0.507312  -0.0657
39 C -2.394240 -0.068952 -3.498950  -0.0573
40 C -2.484475 3.066699 1.595191  -0.0884
41 C -2.617794 -2.812731 4.985352  -0.6785
42 C -1.766624 2.522918 -4.281429  -0.0690
43 C 1.866209 -2.210564 -4.460347  -0.0790
44 C -1.331935 0.605333 -2.902656  -0.2951
45 C 3.707492 3.325846 2.710824  -0.0711
46 C -2.825235 1.850320 -4.876725  -0.0737
47 C 0.872095 0.787960 -0.984493  -0.2632
48 C 0.514033 -1.552012 -2.580081  -0.2697
49 C -3.142523 0.556845 -4.481973  -0.0666
50 C 4.201870 3.077016 1.434388  -0.0791
51 C 2.696951 2.536623 3.237962  -0.0505
52 C 2.666069 1.243275 1.215954  -0.2652
53 C 3.205203 -0.966549 -0.583896  -0.2728
54 C -3.674949 5.030651 2.159085  -0.0741
55 C 0.744882 -2.784535 -1.974791  -0.0529
56 C -2.076736 2.931593 2.903847  -0.0880
57 H 5.218955 -1.023560 -3.305307  0.1089
58 H -3.591118 5.619810 4.216337  0.1015
59 H -0.220898 2.445650 -2.803332  0.1045
60 H -2.642518 -1.075446 -3.181085  0.1165
61 H 3.203912 -2.430664 0.984040  0.1151
62 H -2.116131 3.718795 4.900460  0.1198
63 H 0.870849 -0.317735 -4.308779  0.1104
64 H 1.365952 0.889185 2.899717  0.0893
65 H 1.727397 -4.680547 -2.141536  0.1122
66 H 1.500423 1.164969 -1.794821  0.0725
67 H 5.045818 -3.752836 -0.008782  0.1085
68 H -3.584760 4.215611 0.151885  0.1164
69 H 4.993874 3.692783 1.028174  0.1043
70 H -1.529652 3.536067 -4.579110  0.1059
71 H 6.051482 -3.046773 -2.156360  0.1066
72 H -3.974937 0.037410 -4.938197  0.1071
73 H 4.077395 1.839058 -0.306258  0.1001
74 H 2.298606 2.732762 4.224425  0.1135
75 H 2.731844 -4.169657 -4.341418  0.1071
76 H 3.408151 0.299706 -2.321713  0.1009
77 H 0.300727 -3.003082 -1.010220  0.1001
78 H 4.113057 4.144059 3.292185  0.1056
79 H -4.309544 5.865042 1.887039  0.1008
80 H -3.410332 2.338497 -5.645440  0.1049
81 H 2.293522 -1.994258 -5.431020  0.1061
82 H 0.380999 1.629457 -0.487103  0.0723

Cartesian forces, eV/Å:
0.1 0.0 0.0
0.2 0.0 -0.1
0.0 0.0 -0.1
0.0 0.1 -0.1
0.6 0.5 -0.1
0.0 0.0 0.0
0.0 0.0 0.0
-0.1 0.0 0.0
0.0 0.0 0.0
0.0 0.0 -0.1
0.0 0.0 0.0
-0.1 0.0 0.0
0.0 0.0 -0.1
-0.2 0.1 0.1
-0.2 0.0 0.1
0.1 0.0 -0.1
0.0 0.0 0.0
-0.1 -0.1 0.1
0.0 0.1 0.0
0.0 0.0 0.1
-0.5 -0.2 0.1
0.0 0.0 0.0
0.1 0.0 0.2
0.0 0.0 0.0
0.0 0.0 0.0
0.0 0.0 0.0
0.0 0.0 0.0
-0.2 -0.1 -0.1
0.0 0.0 0.1
0.0 0.0 0.0
0.0 0.0 0.1
0.0 0.0 0.0
0.0 0.0 0.0
0.0 0.0 0.0
0.0 0.0 0.0
0.0 0.0 0.0
0.0 0.0 0.0
0.0 0.0 0.0
0.0 0.0 0.0
0.1 0.0 0.0
0.1 0.1 0.0
0.0 0.0 0.0
0.0 0.0 0.0
0.0 0.0 0.0
0.0 0.0 0.0
0.0 0.0 0.0
0.1 -0.1 0.1
0.0 0.0 0.0
0.0 0.0 0.0
0.0 0.0 0.0
0.0 0.0 0.0
0.0 0.0 0.0
0.0 0.0 0.0
0.0 0.0 0.0
0.0 0.0 0.0
0.1 0.0 -0.1
0.0 0.0 0.0
0.0 0.0 0.0
0.0 0.0 0.0
0.0 0.0 0.0
0.0 0.0 0.0
0.0 0.0 0.0
0.0 0.0 0.0
0.1 0.0 0.0
0.0 0.0 0.0
0.0 0.0 0.0
0.0 0.0 0.0
0.0 0.0 0.0
0.0 0.0 0.0
0.0 0.0 0.0
0.0 0.0 0.0
0.0 0.0 0.0
0.0 0.0 0.0
0.0 0.0 0.0
0.0 0.0 0.0
0.0 0.0 0.0
0.0 0.0 0.0
0.0 0.0 0.0
0.0 0.0 0.0
0.0 0.0 0.0
0.0 0.0 0.0
0.0 -0.1 -0.1

Results
Highest occupied orbital energy in eV: -8.971
Largest force on an atom in eV/Å: 0.8
2S+1: 1
Orbital gap in eV: 9.101

A cluster of 2 separate species, CH6NS in total in a non-equilibrium geometry. Source: the OMol25 dataset; level of theory: ωB97M-V/def2-TZVPD.

Last column: natural (NBO) charge in e.
CARTESIAN COORDINATES (ANGSTROEM)
1 S 1.492686 -0.573979 2.262115  -1.0505
2 N -0.975567 0.185156 -0.037919  -0.8720
3 C -0.333119 -0.116834 -1.317576  -0.4178
4 H -0.288714 -0.125625 0.673084  0.4127
5 H 1.222381 0.185573 3.334454  0.0890
6 H 0.747118 -0.246923 -1.225421  0.1781
7 H -0.720348 1.165357 0.148287  0.3322
8 H -0.654171 -1.078493 -1.722496  0.1654
9 H -0.490265 0.605768 -2.114528  0.1629

Cartesian forces, eV/Å:
0.1 0.0 -0.1
1.1 1.1 0.3
0.5 -0.8 -0.3
-0.5 -0.9 0.2
0.0 0.0 0.0
0.3 0.2 0.1
-0.7 0.1 -0.4
-0.4 -0.1 0.1
-0.3 0.3 0.1

Results
Total charge: -1
Highest occupied orbital energy in eV: -2.736
Largest force on an atom in eV/Å: 1.6
Energy relative to the best compared isomer or geometry (same formula, charge and spin) in kcal per mole: 4.3
2S+1: 1
Orbital gap in eV: 7.034

- Among the records above, which one has the lowest largest force on an atom?
  C35H26F6MgN2O8P2S2

- Among the records above, which one has the lowest largest force on an atom?
  C35H26F6MgN2O8P2S2